Entry 1:
55
Properties=species:S:1:pos:R:3 method="wB97M-V/def2-TZVPD" gap_ev=7.5 lumo_energy_ha=-0.0351 total_energy_ha=-1883.0877
C 1.067 1.691 -1.884
O 0.243 0.670 -1.359
C 0.825 -0.488 -0.949
C 2.184 -0.742 -1.085
C 2.731 -1.915 -0.605
S 4.501 -2.080 -0.706
O 4.891 -3.455 -0.711
O 4.980 -1.225 -1.756
N 4.965 -1.456 0.802
C 4.677 -0.077 0.936
C 3.430 0.292 1.426
C 3.084 1.630 1.502
C 3.968 2.622 1.098
C 3.597 4.072 1.178
C 5.222 2.241 0.631
C 5.576 0.908 0.547
C 1.961 -2.880 0.007
C 0.603 -2.655 0.124
C 0.013 -1.473 -0.337
N -1.350 -1.363 -0.146
C -2.202 -0.410 -0.502
C -3.560 -0.484 -0.226
C -4.087 -1.650 0.476
O -3.377 -2.590 0.850
N -5.431 -1.694 0.724
C -5.927 -2.868 1.419
C -6.354 -0.709 0.366
O -7.530 -0.837 0.633
C -5.787 0.442 -0.330
C -6.707 1.448 -0.695
N -7.444 2.274 -0.996
C -4.455 0.558 -0.618
C -3.938 1.765 -1.336
H 1.831 1.994 -1.163
H 1.544 1.378 -2.816
H 0.399 2.527 -2.084
H 2.852 -0.046 -1.563
H 5.946 -1.671 0.928
H 2.744 -0.473 1.754
H 2.111 1.904 1.885
H 4.125 4.547 2.005
H 2.530 4.195 1.341
H 3.878 4.592 0.264
H 5.925 3.000 0.321
H 6.546 0.624 0.167
H 2.426 -3.781 0.369
H -0.032 -3.394 0.588
H -1.828 -2.147 0.343
H -1.806 0.445 -1.026
H -5.699 -3.762 0.839
H -5.443 -2.950 2.393
H -7.002 -2.756 1.537
H -3.471 1.478 -2.277
H -3.196 2.282 -0.729
H -4.751 2.454 -1.551

***

Entry 2:
58
Properties=species:S:1:pos:R:3 method="wB97M-V/def2-TZVPD" gap_ev="6.3 / 6.3" lumo_energy_ha="-0.0335 / -0.0333" total_energy_ha=-6803.1371
Ni -0.573 0.056 -0.850
Cl -7.443 -1.588 0.145
C -5.918 -0.940 -0.391
C -5.421 0.204 0.197
C -4.204 0.696 -0.238
Cl -3.641 2.204 0.446
C -3.415 0.082 -1.229
O -2.245 0.569 -1.600
C -4.024 -1.039 -1.837
Cl -3.235 -1.774 -3.198
C -5.239 -1.556 -1.425
H -5.972 0.716 0.974
H -5.653 -2.427 -1.916
N 3.478 0.946 -0.986
C 4.330 -0.167 -0.806
C 5.699 0.021 -0.747
C 6.547 -1.065 -0.568
C 6.016 -2.336 -0.433
C 4.639 -2.517 -0.483
C 3.789 -1.440 -0.680
S 2.052 -1.761 -0.811
N 1.418 -0.178 -0.813
C 2.123 0.878 -0.934
C 1.344 2.130 -1.011
C 1.873 3.401 -0.915
C 1.010 4.484 -1.026
C -0.335 4.255 -1.231
C -0.793 2.947 -1.286
N 0.035 1.915 -1.167
H 3.901 1.819 -1.239
H 6.106 1.024 -0.842
H 7.618 -0.910 -0.530
H 6.665 -3.190 -0.286
H 4.220 -3.513 -0.377
H 2.927 3.564 -0.732
H 1.392 5.494 -0.949
H -1.037 5.072 -1.332
H -1.831 2.677 -1.418
C -1.369 -4.002 -0.462
C -1.449 -2.530 -0.128
O -2.143 -2.126 0.801
O -0.694 -1.789 -0.903
H -2.022 -4.574 0.192
H -0.337 -4.344 -0.347
H -1.650 -4.154 -1.505
C 0.381 -1.089 2.592
As -0.685 0.290 1.710
C -2.205 0.318 2.926
C 0.286 1.861 2.397
H 0.747 -0.729 3.554
H 1.224 -1.375 1.964
H -0.257 -1.954 2.738
H -1.871 0.070 3.934
H -2.924 -0.421 2.583
H -2.659 1.302 2.927
H 0.307 1.883 3.487
H -0.197 2.771 2.033
H 1.315 1.840 2.031

***

Entry 3:
66
Properties=species:S:1:pos:R:3 method="wB97M-V/def2-TZVPD" gap_ev="5.5 / 6.0" lumo_energy_ha="-0.1185 / -0.1007" total_energy_ha=-2651.5700
Sr 0.282 0.590 0.258
C 0.208 -1.570 4.811
C -0.090 -1.173 3.399
N 0.206 -0.043 2.876
O 0.799 0.838 3.695
B 0.797 2.232 3.133
F 1.447 3.032 4.019
F 1.403 2.212 1.846
O -0.604 2.727 2.986
N -1.247 2.074 1.993
C -2.522 2.161 2.005
C -3.322 2.941 3.000
C -3.214 1.313 0.999
N -2.552 0.317 0.551
O -3.188 -0.482 -0.353
B -3.433 -1.821 0.188
F -4.197 -1.808 1.332
F -3.871 -2.647 -0.802
O -2.016 -2.369 0.587
N -1.426 -1.675 1.494
C -0.806 -2.120 2.516
C -0.850 -3.579 2.858
C -4.628 1.575 0.588
H 0.534 -0.696 5.366
H 1.004 -2.315 4.844
H -0.673 -1.998 5.292
H -2.671 3.288 3.796
H -4.117 2.322 3.421
H -3.790 3.809 2.532
H -1.255 -4.156 2.032
H -1.475 -3.730 3.739
H 0.155 -3.924 3.098
H -5.007 2.497 1.018
H -5.256 0.740 0.903
H -4.688 1.627 -0.499
C -1.109 -2.597 -3.159
C -0.715 -1.258 -2.598
O -0.354 -1.173 -1.445
C -0.762 -0.062 -3.500
C -0.748 -0.247 -4.859
C -0.745 0.829 -5.762
C -0.781 2.151 -5.303
C -0.820 2.391 -3.961
C -0.809 1.311 -2.989
O -0.875 1.605 -1.786
H -1.194 -3.295 -2.331
H -0.343 -2.955 -3.850
H -2.058 -2.541 -3.692
H -0.724 -1.249 -5.263
H -0.716 0.625 -6.824
H -0.780 2.970 -6.010
H -0.851 3.391 -3.550
Cl 8.867 -0.126 -1.471
C 7.148 -0.072 -1.200
C 6.598 -0.849 -0.194
C 5.229 -0.800 0.018
C 4.423 0.014 -0.769
C 4.996 0.788 -1.770
C 6.363 0.750 -1.993
C 2.943 0.075 -0.518
O 2.237 0.826 -1.251
O 2.464 -0.610 0.425
H 7.236 -1.476 0.413
H 4.765 -1.384 0.800
H 4.353 1.424 -2.363
H 6.823 1.351 -2.764